# 1
C41H45BF5INO4 | the ωB97M-V functional and the def2-TZVPD basis

Each line ends with the Löwdin spin population.
Element x y z (Å)
I1 2.60545 4.01705 1.30866  0.001
F1 -2.47176 -1.18392 -4.88259  0.000
F2 1.43059 -2.56504 -5.24863  0.000
F3 4.55219 6.45185 6.31733  0.000
F4 -3.90841 1.45592 0.06314  0.000
F5 -3.61896 3.84248 9.80448  0.000
O1 -1.49949 -1.67188 1.07018  0.541
O2 0.99891 1.44239 1.68617  0.005
O3 5.02319 -0.40785 -1.60104  0.000
O4 3.84201 -2.64011 -1.46189  0.000
N1 -0.29687 -1.17086 0.73832  0.352
C1 0.78958 -3.58498 0.45943  0.022
C2 -5.28336 -0.08142 -1.08034  0.000
C3 1.78615 3.40899 6.45262  0.000
C4 3.17723 4.91451 5.17385  0.000
C5 -6.19592 -1.02853 1.38465  0.000
C6 2.26468 3.96740 7.63884  0.000
C7 -1.80519 3.90660 6.66439  0.000
C8 -3.14763 -1.90320 -7.02437  0.000
C9 -0.65799 -1.11980 -8.02268  0.000
C10 -0.22066 -0.70188 -0.69174  0.023
C11 -6.67445 -1.58695 0.19843  0.000
C12 -2.76138 3.35126 5.81054  0.000
C13 0.85035 -2.06353 1.14644  0.023
C14 1.25879 -0.72851 -1.37984  0.001
C15 3.20662 4.99489 7.59330  0.000
C16 -2.85887 -2.06427 -8.37926  0.000
C17 2.02539 1.88916 0.96483  0.000
C18 -6.21707 -1.11666 -1.03502  0.000
C19 -2.09846 4.07783 8.01726  0.000
C20 0.64190 -2.34036 2.78339  0.002
C21 5.26869 -3.03365 -6.65495  0.000
C22 2.34234 -1.39427 1.00571  -0.002
C23 2.52402 -0.49260 -0.36612  0.000
C24 2.68030 -2.71783 -5.70635  0.000
C25 -1.61419 -1.67514 -8.87653  0.000
C26 -1.19398 -1.66333 -1.65463  0.017
C27 -4.00606 2.96213 6.30781  0.000
C28 -3.33952 3.68238 8.50414  0.000
C29 -0.87043 0.83041 -0.85959  0.008
C30 -4.29482 3.12319 7.66270  0.000
C31 2.93608 1.07020 -0.11007  0.000
C32 4.19026 -3.10915 -7.53768  0.000
C33 -0.95127 -0.94856 -6.66981  0.000
C34 2.24353 3.87927 5.21917  0.000
C35 3.65175 5.46094 6.36125  0.000
C36 -4.80885 0.46501 0.10705  0.000
C37 5.04952 -2.80002 -5.29511  0.000
C38 3.74847 -2.63589 -4.81982  0.000
C39 2.88884 -2.95612 -7.06025  0.000
C40 -2.19232 -1.34401 -6.18294  0.000
C41 -5.25398 -0.00105 1.33911  0.000
B1 3.84541 -1.17405 -1.14832  0.000
H1 1.90416 3.60252 8.59758  0.000
H2 0.70290 -3.55735 -0.70737  0.000
H3 1.87216 3.44003 4.29662  0.000
H4 -1.37138 4.51499 8.69380  0.000
H5 -2.28313 -1.20293 -1.53562  0.000
H6 2.87874 1.67163 -1.13872  0.000
H7 5.89098 -2.74550 -4.60887  0.000
H8 -1.38948 0.83900 -1.92196  0.000
H9 -4.10675 -2.20843 -6.61933  0.000
H10 -0.01403 -4.24739 0.99770  0.003
H11 1.84366 -4.07776 0.71966  0.001
H12 -0.83494 4.20535 6.27539  0.000
H13 2.53194 -0.72471 1.94790  0.000
H14 0.31225 -0.82105 -8.41168  0.000
H15 -0.90182 -1.55357 -2.79869  0.000
H16 3.12290 -2.29639 1.02853  0.000
H17 0.14715 -1.34654 3.21628  -0.001
H18 4.74370 -2.90363 -1.81438  0.000
H19 2.03848 -3.02073 -7.73095  0.000
H20 -0.22419 -0.51141 -5.99327  0.000
H21 -6.58844 -1.55591 -1.95757  0.000
H22 -0.05740 1.67181 -0.88101  0.000
H23 5.64426 -0.31964 -0.79942  0.000
H24 -6.55644 -1.39341 2.34339  0.000
H25 -7.40605 -2.39138 0.23323  0.000
H26 1.71453 -2.40258 3.24748  0.000
H27 6.28391 -3.15716 -7.02595  0.000
H28 -0.05137 -3.25548 3.00780  0.000
H29 -1.38665 -1.80439 -9.93251  0.000
H30 3.53770 5.29831 4.22505  0.000
H31 3.55946 -2.44548 -3.76840  0.000
H32 -3.60299 -2.49246 -9.04652  0.000
H33 1.29402 0.16720 -2.16670  0.000
H34 -4.92289 0.30238 -2.02914  0.000
H35 -5.25394 2.81797 8.06774  0.000
H36 1.05455 2.60455 6.48743  0.000
H37 4.36355 -3.28697 -8.59629  0.000
H38 -2.53384 3.22200 4.75456  0.000
H39 -1.71580 1.00649 -0.05270  0.000
H40 4.06279 1.15180 0.25762  0.000
H41 -1.24659 -2.77310 -1.28811  0.002
H42 -4.75018 2.53393 5.64055  0.000
H43 -4.86472 0.43834 2.25154  0.000
H44 3.59588 5.43427 8.50574  0.000
H45 1.38302 -1.71565 -2.00407  0.000

For the HOMO energy (alpha / beta), the calculation gives -8.48 / -9.06 eV. The value obtained for the max |F| is 8.925 eV/A. The charge is 0. As for the spin multiplicity: 2. As for the LUMO energy (alpha / beta): -0.23 / -0.23 eV. The calculated total energy is -2766.715059 a.u.

---

# 2
C2HNOS | the ωB97M-V functional and the def2-TZVPD basis

Each line ends with the natural charge from an NBO analysis.
Element x y z (Å)
S1 1.54791 -0.55335 -0.02082  -0.035
O1 -0.07183 1.52175 -0.04892  -0.457
N1 -2.48301 -0.60770 -0.09154  -0.201
C1 -0.09048 0.37054 0.13515  0.384
C2 -1.36501 -0.33955 0.10627  0.145
H1 1.92198 0.74756 -0.08315  0.164

For the HOMO energy, the calculation gives -10.76 eV. The value obtained for the max |F| is 3.685 eV/A. The value obtained for the relative energy (zero: lowest compared OMol25 entry of this formula, charge and spin) is 111.3 kJ/mol. The charge is 0. As for the LUMO energy: -0.72 eV. The calculated total energy is -604.944564 a.u. The SMILES is N#CC(=O)S.